1.
{
  "formula": "C6H9IN2",
  "method": "wB97M-V/def2-TZVPD",
  "e_above_lowest_kj_mol": 340.70,
  "fmax_ev_per_a": 3.81,
  "multiplicity": 1,
  "homo_lumo_gap_ev": [4.723, 4.700],
  "total_energy_ha": -641.0536,
  "e_lumo_ev": [-2.42, -2.44],
  "homo_ev": [-7.1, -7.1],
  "elements": ["C", "C", "C", "C", "C", "C", "N", "N", "I", "H", "H", "H", "H", "H", "H", "H", "H", "H"],
  "coordinates": [[2.2110, 1.0503, -1.9048], [1.5149, 0.8337, -0.7430], [0.1642, 0.6269, -2.4778], [-0.3969, -1.8233, 1.4267], [-1.2397, 0.6090, 1.6593], [-1.1971, -0.7169, 0.9865], [1.3550, 0.9796, -2.9624], [0.2560, 0.5182, -1.1436], [-2.7552, -1.0968, -0.2002], [3.2586, 1.2106, -2.0026], [1.9075, 0.6748, 0.2721], [-0.5516, 0.4892, -3.2902], [0.5062, -1.2755, 1.7374], [-0.3655, -2.6876, 0.7891], [-0.7531, -2.2017, 2.3845], [-0.7096, 1.3606, 1.0423], [-0.8059, 0.5913, 2.6257], [-2.3986, 0.8574, 1.8011]],
  "forces_ev_per_angstrom": [[-0.418, 0.332, -0.076], [0.364, -0.924, -0.455], [2.302, 0.432, -0.368], [1.048, 0.796, 0.951], [-2.511, 0.474, -0.484], [-0.791, 1.146, -0.821], [1.061, 0.064, -0.677], [-3.010, -0.963, 2.123], [-0.699, -0.322, -0.865], [0.510, 0.330, -0.269], [-0.492, 0.234, -0.475], [-0.812, -0.222, 1.299], [0.658, -1.023, -0.431], [0.544, 0.035, -0.519], [-0.533, 0.194, 0.335], [-0.542, -0.322, 0.151], [0.667, -0.193, 0.991], [2.653, -0.069, -0.410]]
}


2.
{
  "formula": "C6H9IO4S",
  "method": "wB97M-V/def2-TZVPD",
  "e_above_lowest_kj_mol": 231.56,
  "fmax_ev_per_a": 6.33,
  "multiplicity": 1,
  "homo_lumo_gap_ev": 8.851,
  "total_energy_ha": -1230.7321,
  "e_lumo_ev": -0.91,
  "homo_ev": -9.8,
  "elements": ["C", "C", "C", "C", "C", "C", "O", "O", "O", "O", "S", "I", "H", "H", "H", "H", "H", "H", "H", "H", "H"],
  "coordinates": [[0.7215, 1.6965, -0.4544], [0.0244, -1.9440, 1.2238], [-0.5850, -0.6312, 1.6829], [0.4152, -1.9614, -0.2276], [-1.2258, -0.0733, 0.4402], [1.2259, 3.0321, -1.0181], [1.5761, 0.8374, -0.2562], [-1.9210, -2.0586, -1.0892], [-0.5167, -0.3482, -2.2817], [-0.5591, 1.6986, -0.2453], [-0.8872, -1.0776, -1.1137], [-3.2174, 0.4544, 0.5054], [0.8109, -2.1841, 1.7822], [-0.8202, -2.7965, 1.2331], [-1.2289, -0.6448, 2.4624], [0.2254, 0.1983, 1.9456], [1.4402, -1.5802, -0.2464], [0.5315, -2.8361, -0.7925], [1.2009, 3.8655, -0.1528], [0.5944, 3.3838, -1.9623], [2.1948, 2.9693, -1.4351]],
  "forces_ev_per_angstrom": [[2.073, 1.060, -0.682], [-5.435, -2.517, -2.050], [3.732, 3.010, -3.396], [1.881, 2.201, -0.432], [-0.303, 2.691, -1.931], [-2.648, 2.617, -0.140], [-1.466, -0.260, 0.411], [-1.208, -0.267, -0.541], [-0.374, -0.012, 0.239], [-0.731, -3.033, 1.489], [2.210, -0.043, 2.180], [-0.181, 0.194, 0.149], [3.057, -1.310, 2.435], [1.738, 1.796, 0.847], [-2.071, -0.421, 2.325], [-1.279, -1.888, -0.480], [-0.426, 0.973, -0.685], [-0.512, -1.966, -0.085], [-0.067, -1.828, -2.132], [0.803, -0.565, 2.332], [1.206, -0.432, 0.147]]
}


3.
{
  "formula": "C6H9N",
  "method": "wB97M-V/def2-TZVPD",
  "e_above_lowest_kj_mol": 9.65,
  "fmax_ev_per_a": 0.27,
  "multiplicity": 1,
  "homo_lumo_gap_ev": 8.851,
  "total_energy_ha": -288.7784,
  "smiles": "Cc1cc[nH]c1C",
  "e_lumo_ev": 1.06,
  "homo_ev": -7.8,
  "elements": ["C", "C", "C", "C", "C", "C", "N", "H", "H", "H", "H", "H", "H", "H", "H", "H"],
  "coordinates": [[-1.3186, 1.5289, -0.0888], [-0.1197, 0.6388, -0.0956], [0.0566, -0.7128, 0.1126], [-0.9790, -1.7681, 0.3741], [1.4566, -0.9577, 0.0237], [2.0876, 0.2276, -0.2456], [1.1183, 1.1905, -0.3115], [-2.1904, 1.0335, -0.5264], [-1.1244, 2.4173, -0.7075], [-1.5711, 1.8708, 0.9239], [-0.5403, -2.7586, 0.2061], [-1.8456, -1.6772, -0.2923], [-1.3472, -1.7415, 1.4069], [1.9334, -1.9184, 0.1498], [3.1311, 0.4609, -0.4013], [1.2527, 2.1661, -0.5282]],
  "forces_ev_per_angstrom": [[-0.084, 0.089, -0.158], [0.011, -0.065, -0.017], [0.006, 0.149, -0.053], [-0.053, -0.006, 0.017], [0.125, -0.045, -0.015], [0.069, -0.016, 0.026], [-0.048, 0.145, -0.024], [0.080, 0.003, 0.179], [-0.079, -0.160, 0.190], [-0.033, -0.086, -0.211], [-0.123, 0.173, 0.047], [0.134, 0.034, 0.121], [0.029, -0.004, -0.147], [0.013, 0.053, -0.049], [-0.157, -0.029, 0.030], [0.112, -0.234, 0.063]]
}


4.
{
  "formula": "C6H9N",
  "method": "wB97M-V/def2-TZVPD",
  "e_above_lowest_kj_mol": 342.03,
  "fmax_ev_per_a": 0.37,
  "multiplicity": 1,
  "homo_lumo_gap_ev": 7.652,
  "total_energy_ha": -288.6518,
  "e_lumo_ev": 0.41,
  "homo_ev": -7.2,
  "elements": ["C", "C", "C", "C", "C", "C", "N", "H", "H", "H", "H", "H", "H", "H", "H", "H"],
  "coordinates": [[-1.4106, 2.0583, -0.0983], [-0.5202, 0.9078, 0.2386], [-0.6952, -0.1718, 1.0416], [0.1743, -2.1410, -0.1502], [0.5671, -0.9807, 0.8114], [1.4601, -0.1637, -0.0496], [0.7739, 0.8710, -0.4138], [-2.2937, 2.0065, 0.5417], [-1.7598, 2.0371, -1.1392], [-0.9335, 3.0320, 0.0689], [1.0402, -2.6864, -0.5384], [-0.4059, -1.7342, -0.9835], [-0.4629, -2.8426, 0.3842], [1.0536, -1.3954, 1.7039], [2.4545, -0.3591, -0.4292], [1.0903, 1.5269, -1.1205]],
  "forces_ev_per_angstrom": [[-0.163, 0.152, -0.039], [-0.248, -0.167, 0.188], [0.201, 0.252, -0.177], [-0.055, -0.323, 0.012], [0.073, -0.211, -0.070], [-0.128, 0.338, -0.014], [0.234, -0.097, 0.032], [0.149, -0.031, -0.074], [0.065, -0.019, 0.095], [-0.009, -0.093, 0.005], [-0.052, 0.067, 0.085], [0.102, -0.067, 0.065], [-0.034, 0.065, 0.022], [-0.101, 0.126, -0.209], [-0.056, -0.007, -0.050], [0.022, 0.016, 0.129]]
}


5.
{
  "formula": "C6H9N",
  "method": "wB97M-V/def2-TZVPD",
  "e_above_lowest_kj_mol": 735.25,
  "fmax_ev_per_a": 0.25,
  "multiplicity": 1,
  "homo_lumo_gap_ev": 8.379,
  "total_energy_ha": -288.5020,
  "e_lumo_ev": -0.11,
  "homo_ev": -8.5,
  "elements": ["C", "C", "C", "C", "C", "N", "C", "H", "H", "H", "H", "H", "H", "H", "H", "H"],
  "coordinates": [[-1.4456, 1.1025, -0.4999], [-0.3593, 0.0777, -0.3502], [-0.5685, -1.3941, -0.4831], [-0.1308, -0.8277, 0.8344], [1.3562, -0.6159, 1.0228], [1.9065, -0.5020, -0.2485], [1.0777, 0.5501, -0.6091], [-1.2514, 1.9678, 0.1442], [-2.4245, 0.6886, -0.2373], [-1.4864, 1.4606, -1.5352], [-1.6100, -1.7003, -0.5112], [0.1172, -2.0021, -1.0674], [-0.7649, -0.8682, 1.7127], [1.4023, 0.9257, 1.4125], [2.9001, -0.3076, -0.2876], [1.2815, 1.4447, 0.7029]],
  "forces_ev_per_angstrom": [[-0.021, -0.014, 0.030], [-0.038, 0.156, -0.035], [-0.012, -0.142, -0.177], [0.011, 0.055, 0.248], [-0.088, -0.077, -0.035], [0.082, 0.079, 0.028], [-0.048, -0.082, 0.004], [-0.022, -0.118, -0.085], [0.144, 0.045, -0.033], [0.010, -0.051, 0.129], [0.141, 0.083, 0.026], [-0.079, 0.113, 0.097], [0.104, 0.002, -0.156], [-0.041, 0.046, -0.084], [-0.131, -0.051, 0.000], [-0.011, -0.043, 0.043]]
}


6.
{
  "formula": "C6H9N",
  "method": "wB97M-V/def2-TZVPD",
  "e_above_lowest_kj_mol": 687.36,
  "fmax_ev_per_a": 0.59,
  "multiplicity": 1,
  "homo_lumo_gap_ev": [7.258, 7.255],
  "total_energy_ha": -288.5202,
  "e_lumo_ev": [0.80, 0.80],
  "homo_ev": [-6.5, -6.5],
  "elements": ["C", "N", "C", "C", "C", "C", "C", "H", "H", "H", "H", "H", "H", "H", "H", "H"],
  "coordinates": [[1.8201, -0.5611, -0.0903], [0.5725, -0.2879, -0.0408], [-0.4733, -0.0453, 1.0118], [-0.6601, 1.1822, 0.1329], [-0.5086, 0.1609, -0.9848], [-1.5361, -0.9738, -0.7450], [-1.5128, -1.1107, 0.5812], [2.3585, -0.7526, 0.8307], [2.3263, -0.5603, -1.0486], [2.1820, 2.0333, 0.1795], [-0.1218, -0.0113, 2.0463], [1.4132, 2.0517, 0.1920], [-1.5455, 1.8157, 0.2134], [-0.1948, 0.4061, -2.0028], [-2.0829, -1.5341, -1.4943], [-2.0368, -1.8129, 1.2188]],
  "forces_ev_per_angstrom": [[-0.243, 0.072, 0.009], [0.508, -0.296, -0.042], [0.085, -0.034, 0.349], [-0.380, 0.124, 0.010], [0.071, 0.034, -0.349], [-0.032, -0.039, 0.154], [-0.045, -0.007, -0.152], [-0.087, 0.023, -0.108], [-0.083, 0.003, 0.115], [-0.052, 0.025, 0.003], [-0.074, -0.007, -0.160], [0.131, 0.010, -0.001], [0.099, -0.069, -0.007], [-0.061, -0.035, 0.161], [0.081, 0.088, 0.117], [0.082, 0.108, -0.099]]
}


7.
{
  "formula": "C6H9N",
  "method": "wB97M-V/def2-TZVPD",
  "e_above_lowest_kj_mol": 385.50,
  "fmax_ev_per_a": 1.15,
  "multiplicity": 1,
  "homo_lumo_gap_ev": 9.652,
  "total_energy_ha": -288.6352,
  "smiles": "C[C@]12C[C@H]1[C@H]1N[C@H]12",
  "e_lumo_ev": 1.08,
  "homo_ev": -8.6,
  "elements": ["C", "C", "C", "C", "C", "N", "C", "H", "H", "H", "H", "H", "H", "H", "H", "H"],
  "coordinates": [[-0.0797, 1.0719, -1.6141], [0.1039, 0.0622, -0.4867], [-0.5320, -1.3769, -0.3062], [-0.9773, -0.2142, 0.5065], [0.0493, 0.1199, 1.6341], [1.2698, -0.6658, 1.5624], [1.1050, 0.4254, 0.6395], [-0.7061, 1.9159, -1.2759], [-0.5687, 0.6423, -2.4883], [0.8709, 1.5214, -1.9360], [-1.0835, -1.6980, -1.1822], [-0.2579, -2.2802, 0.2675], [-1.9851, 0.1792, 0.4894], [-0.2068, 0.6350, 2.5505], [1.1279, -1.5380, 1.0633], [1.8703, 1.1997, 0.5764]],
  "forces_ev_per_angstrom": [[-0.005, -0.251, -0.076], [-0.055, -0.073, -0.203], [-0.037, 0.180, -0.266], [-0.259, 0.086, 0.132], [-0.248, 0.143, 0.392], [0.046, -0.135, 0.156], [0.077, 0.105, -0.106], [0.190, -0.364, 0.022], [0.017, -0.026, -0.027], [-0.127, -0.377, 0.049], [-0.409, 0.417, 0.113], [0.774, 0.579, -0.615], [0.085, 0.113, 0.031], [0.073, -0.163, 0.024], [0.198, -0.075, 0.371], [-0.320, -0.158, 0.005]]
}


8.
{
  "formula": "C6H9N",
  "method": "wB97M-V/def2-TZVPD",
  "e_above_lowest_kj_mol": 261.74,
  "fmax_ev_per_a": 0.31,
  "multiplicity": 1,
  "homo_lumo_gap_ev": 9.408,
  "total_energy_ha": -288.6824,
  "e_lumo_ev": 0.92,
  "homo_ev": -8.5,
  "elements": ["C", "C", "C", "C", "C", "C", "N", "H", "H", "H", "H", "H", "H", "H", "H", "H"],
  "coordinates": [[1.7693, -0.4491, -0.8245], [0.6486, -0.2283, 0.1402], [-0.5955, 0.3050, -0.0397], [-1.2131, 0.8368, -1.2971], [-1.2101, 0.2551, 1.2704], [-0.3055, -0.2712, 2.2666], [0.7700, -0.5982, 1.4647], [1.4847, -0.1382, -1.8327], [2.0557, -1.5065, -0.8678], [2.6565, 0.1255, -0.5342], [-2.1516, 0.3202, -1.5300], [-0.5480, 0.7116, -2.1579], [-1.4425, 1.9055, -1.2121], [-2.1617, 0.7090, 1.5345], [-1.3460, -0.9208, 1.7865], [1.5896, -1.0563, 1.8330]],
  "forces_ev_per_angstrom": [[0.024, -0.005, -0.054], [-0.125, 0.027, 0.009], [0.163, -0.103, 0.076], [-0.023, 0.019, -0.066], [-0.125, 0.200, 0.005], [0.111, 0.064, -0.286], [0.110, -0.031, 0.062], [0.030, -0.043, 0.166], [-0.053, 0.146, 0.022], [-0.131, -0.076, -0.022], [0.136, 0.069, 0.044], [-0.101, 0.018, 0.150], [0.034, -0.149, -0.002], [0.160, -0.099, -0.027], [-0.082, -0.114, -0.022], [-0.129, 0.074, -0.056]]
}


9.
{
  "formula": "C6H9N",
  "method": "wB97M-V/def2-TZVPD",
  "e_above_lowest_kj_mol": 292.40,
  "fmax_ev_per_a": 0.44,
  "multiplicity": 1,
  "homo_lumo_gap_ev": 10.196,
  "total_energy_ha": -288.6707,
  "smiles": "C=NCC=C1CC1",
  "e_lumo_ev": 1.08,
  "homo_ev": -9.1,
  "elements": ["C", "C", "N", "C", "C", "C", "C", "H", "H", "H", "H", "H", "H", "H", "H", "H"],
  "coordinates": [[1.5787, 0.9957, -0.3964], [0.1797, 1.2737, 0.1025], [1.6831, -0.3498, -0.9446], [1.7030, -1.2615, -0.0696], [-0.8217, 0.4098, 0.1046], [-2.1729, 0.1206, 0.5981], [-1.4763, -0.8124, -0.3813], [2.2493, 1.1264, 0.4717], [1.9009, 1.7230, -1.1512], [0.0347, 2.2436, 0.5794], [1.6971, -1.0526, 1.0113], [1.6743, -2.3048, -0.3827], [-3.0308, 0.7183, 0.3047], [-2.2059, -0.2485, 1.6225], [-1.1989, -1.8108, -0.0482], [-1.7943, -0.7706, -1.4208]],
  "forces_ev_per_angstrom": [[0.011, 0.184, -0.008], [-0.169, -0.171, 0.047], [0.002, -0.268, 0.352], [-0.013, 0.072, -0.274], [0.081, 0.245, 0.045], [-0.171, 0.234, 0.165], [0.152, -0.158, -0.140], [-0.052, -0.045, -0.167], [-0.151, -0.102, 0.097], [0.057, -0.196, 0.071], [0.036, -0.055, -0.141], [0.159, 0.073, 0.014], [0.081, -0.125, -0.083], [-0.097, 0.132, -0.138], [0.046, 0.227, 0.017], [0.027, -0.046, 0.143]]
}


10.
{
  "formula": "C6H9N",
  "method": "wB97M-V/def2-TZVPD",
  "e_above_lowest_kj_mol": 276.11,
  "fmax_ev_per_a": 0.53,
  "multiplicity": 1,
  "homo_lumo_gap_ev": 10.444,
  "total_energy_ha": -288.6769,
  "smiles": "CC#CC[C@H]1CN1",
  "e_lumo_ev": 1.00,
  "homo_ev": -9.4,
  "elements": ["C", "C", "C", "C", "C", "C", "N", "H", "H", "H", "H", "H", "H", "H", "H", "H"],
  "coordinates": [[2.4991, 0.7834, 1.9635], [1.7093, -0.0247, 1.0351], [1.0087, -0.6519, 0.2808], [-0.0477, -1.2406, -0.5516], [-1.3209, -0.4726, -0.2572], [-1.6076, 0.7874, -0.9695], [-2.3534, -0.4375, -1.2819], [2.2674, 1.8447, 1.8252], [3.5738, 0.6490, 1.8131], [2.2636, 0.5202, 2.9997], [-0.1755, -2.3084, -0.3365], [0.1870, -1.1556, -1.6192], [-1.6337, -0.5245, 0.7862], [-0.9334, 1.1206, -1.7568], [-2.1003, 1.5903, -0.4243], [-3.2734, -0.4074, -0.8516]],
  "forces_ev_per_angstrom": [[0.059, 0.046, 0.059], [-0.292, -0.269, -0.321], [0.283, 0.292, 0.339], [0.010, -0.012, -0.038], [0.070, 0.018, 0.176], [0.095, 0.261, -0.001], [-0.233, -0.083, -0.023], [0.059, -0.146, 0.028], [-0.131, -0.016, -0.006], [0.055, 0.025, -0.142], [0.018, 0.160, 0.008], [-0.017, 0.013, 0.161], [0.009, 0.009, -0.186], [-0.097, -0.083, 0.150], [0.019, -0.174, -0.105], [0.093, -0.041, -0.099]]
}


11.
{
  "formula": "C6H9N",
  "method": "wB97M-V/def2-TZVPD",
  "e_above_lowest_kj_mol": 589.59,
  "fmax_ev_per_a": 3.91,
  "multiplicity": 1,
  "homo_lumo_gap_ev": [6.865, 8.047],
  "total_energy_ha": -288.5575,
  "e_lumo_ev": [0.27, 0.75],
  "homo_ev": [-6.6, -7.3],
  "elements": ["C", "C", "C", "C", "C", "C", "N", "H", "H", "H", "H", "H", "H", "H", "H", "H"],
  "coordinates": [[-1.4746, -0.2710, -0.8814], [-0.1166, 0.5547, 1.7112], [0.2246, -0.8232, 1.2050], [-0.7973, -0.7863, 0.1781], [-1.5867, 0.6676, -2.0539], [1.5410, -0.9769, 0.5292], [-2.2476, -0.7358, 0.1065], [-0.9414, 0.8734, 2.2554], [0.2765, 1.2222, 0.9333], [-0.0167, -1.6404, 1.9511], [-2.2086, 0.0550, -2.8262], [-0.7342, 1.0671, -2.5854], [-2.2338, 1.4062, -1.6424], [1.6032, -0.5921, -0.4766], [1.8974, -1.9977, 0.4730], [2.4636, -0.5973, 1.0844]],
  "forces_ev_per_angstrom": [[-0.231, 0.804, 0.991], [2.516, -0.609, -2.924], [-0.860, -1.008, 1.797], [-0.860, 0.295, 0.857], [-1.894, -3.000, -0.942], [3.369, -0.230, 1.019], [0.721, 0.235, -2.241], [-1.490, -0.022, 0.802], [-0.132, 0.550, 0.753], [0.468, 0.827, -0.795], [0.878, 1.263, 1.108], [0.461, -0.181, 0.577], [-0.491, 1.002, -0.125], [-0.262, 0.400, -0.245], [-0.684, -0.697, -0.310], [-1.510, 0.371, -0.324]]
}


12.
{
  "formula": "C6H9N",
  "method": "wB97M-V/def2-TZVPD",
  "e_above_lowest_kj_mol": 578.52,
  "fmax_ev_per_a": 1.68,
  "multiplicity": 1,
  "homo_lumo_gap_ev": 7.133,
  "total_energy_ha": -288.5617,
  "e_lumo_ev": 0.82,
  "homo_ev": -6.3,
  "elements": ["C", "C", "N", "C", "C", "C", "C", "H", "H", "H", "H", "H", "H", "H", "H", "H"],
  "coordinates": [[1.6080, 1.2340, -0.0407], [0.4132, 0.6472, -0.7092], [1.6032, -0.2036, -0.4862], [0.7861, -1.2109, 0.3137], [-0.4147, -0.3028, 0.1197], [-1.5559, -0.0007, 1.0165], [-1.7884, -0.7369, -0.2831], [1.6062, 1.3622, 1.0379], [2.1662, 1.9965, -0.5904], [0.1711, 1.0090, -1.7079], [1.2274, -1.2906, 1.3126], [2.0526, -0.7875, -1.1685], [-1.9097, 1.0208, 1.1110], [-1.5846, -0.5860, 1.9315], [-1.9952, -1.8038, -0.2558], [-2.2897, -0.1971, -1.0838]],
  "forces_ev_per_angstrom": [[-0.054, -0.167, 0.068], [-0.179, -0.032, -0.110], [0.059, -0.303, 0.037], [-0.124, -0.030, 0.423], [-0.194, 0.022, -0.001], [-0.141, 0.132, 0.285], [-0.185, -0.093, -0.121], [0.062, -0.267, -0.114], [-0.001, -0.591, -0.089], [-0.011, -0.168, 0.139], [-0.248, 0.171, 0.127], [1.005, 1.127, -0.740], [-0.054, -0.086, 0.006], [-0.069, 0.134, -0.090], [0.064, 0.180, 0.053], [0.069, -0.030, 0.129]]
}